Formula: C11H22CaClF17K2LiNO8P4S
Source: the Open Molecules 2025 dataset
Level of theory: ωB97M-V/def2-TZVPD

Calculated values
- DFT total energy: -6894.624474 Eh
- Total charge: +2
- Lowest unoccupied orbital energy: -0.327 Eh
- Highest occupied orbital energy: -0.400 Eh
- Kohn-Sham gap: 1.99 eV

XYZ file:
```
69
C11H22CaClF17K2LiNO8P4S (ωB97M-V/def2-TZVPD)
N 0.20 -0.08 -0.45
P 0.91 0.23 0.97
P -0.41 0.23 2.71
C -1.37 -1.41 2.93
C -0.74 -2.70 2.14
O -0.47 -2.79 0.83
F -0.48 -3.94 2.96
C -1.78 1.57 2.36
F -1.12 2.93 2.39
F -2.81 1.51 3.45
C -2.49 1.42 0.89
F -2.74 0.03 0.46
F -1.78 2.19 -0.19
H 0.62 -0.95 -0.89
H 1.45 1.60 0.87
H 1.93 -0.76 1.21
H -1.33 -1.66 4.09
H -2.52 -1.26 2.69
H -3.56 1.94 0.98
C 0.67 -0.34 -4.42
O 0.24 -0.45 -3.07
H 1.76 -0.37 -4.44
H 0.27 -1.18 -4.99
H 0.32 0.60 -4.84
H -0.73 -0.42 -3.08
F 1.67 2.87 -8.25
P 2.69 2.10 -7.36
F 3.09 1.30 -8.64
F 1.36 2.15 -6.55
F 2.83 0.61 -6.92
F 3.44 2.49 -6.05
F 3.75 3.16 -7.77
C -6.30 -0.40 7.29
C -6.70 0.12 5.91
O -5.63 0.97 5.51
S -4.23 0.39 6.13
O -3.58 -0.41 5.11
O -3.57 1.45 6.84
O -4.90 -0.63 7.22
H -6.49 0.35 8.06
H -6.83 -1.32 7.55
H -7.64 0.68 5.93
H -6.78 -0.69 5.18
O 3.11 2.72 -0.15
C 4.04 2.61 -0.95
O 5.32 2.58 -0.51
C 6.45 2.25 -1.33
C 6.98 3.47 -2.05
C 3.78 2.62 -2.43
H 6.22 1.43 -2.02
H 7.22 1.86 -0.65
H 6.24 3.89 -2.73
H 7.88 3.23 -2.62
H 7.23 4.26 -1.32
H 3.74 3.65 -2.78
H 2.82 2.13 -2.62
H 4.52 2.06 -3.00
Li -4.24 -0.53 -0.43
K -6.06 0.17 1.72
Cl -7.75 -2.02 3.85
K 5.00 1.43 -6.11
F -1.66 -6.10 0.95
P -0.60 -7.23 0.79
F 0.26 -6.50 1.86
F -1.03 -6.83 -0.66
F 0.87 -7.28 0.27
F -0.74 -8.72 0.35
F -1.32 -7.97 1.96
Ca 1.52 1.72 -4.14
```

---

Formula: C4H14N2O
Source: the Open Molecules 2025 dataset
Level of theory: ωB97M-V/def2-TZVPD

Calculated values
- DFT total energy: -344.901476 Eh
- Total charge: +2
- Energy above the lowest of the compared OMol25 structures with the same formula, charge and spin: 1.318 eV
- Lowest unoccupied orbital energy: -0.247 Eh
- Highest occupied orbital energy: -0.676 Eh
- Kohn-Sham gap: 11.70 eV

XYZ file:
```
21
C4H14N2O (ωB97M-V/def2-TZVPD)
C 0.79 0.49 1.13
C 0.19 -0.53 0.17
C -1.28 -0.29 -0.03
C -2.22 -0.48 0.90
N -1.62 0.21 -1.39
N 1.77 -0.12 2.11
H 1.36 1.21 0.52
H -0.05 1.10 1.58
H 0.65 -0.59 -0.82
H 0.41 -1.60 0.57
H -3.20 -0.25 0.49
H -2.12 -0.66 1.95
H -2.56 0.07 -1.75
H -0.94 -0.33 -1.98
H -1.39 1.22 -1.40
H 2.31 0.63 2.55
H 1.28 -0.61 2.87
H 2.37 -0.76 1.59
H 2.01 1.27 -2.20
H 1.98 0.10 -3.14
O 1.53 0.43 -2.35
```

---

Formula: C18H19ClN2O3S
Source: the Open Molecules 2025 dataset
Level of theory: ωB97M-V/def2-TZVPD

Calculated values
- DFT total energy: -1890.762811 Eh
- Energy above the lowest of the compared OMol25 structures with the same formula, charge and spin: 5.846 eV
- Lowest unoccupied orbital energy: -0.011 Eh
- Highest occupied orbital energy: -0.306 Eh
- Kohn-Sham gap: 8.03 eV

XYZ file:
```
44
C18H19ClN2O3S (ωB97M-V/def2-TZVPD)
C 5.56 -2.59 3.03
O 5.07 -1.25 2.96
C 3.80 -1.08 2.51
C 3.26 0.22 2.65
C 1.96 0.49 2.26
C 1.13 -0.53 1.72
C -0.32 -0.30 1.47
N -1.23 -1.14 2.00
C -2.66 -0.84 1.91
C -0.91 -2.36 2.74
C 1.72 -1.77 1.46
C 2.99 -2.08 1.93
H 6.51 -2.54 3.55
H 4.85 -3.18 3.63
H 5.73 -3.03 2.04
H 3.92 0.99 3.03
H 1.56 1.50 2.41
H -0.65 0.74 1.59
H -3.20 -1.74 2.24
H -2.95 0.05 2.49
H -2.91 -0.67 0.86
H -1.87 -2.78 3.10
H -0.46 -3.11 2.07
H -0.22 -2.20 3.59
H 1.17 -2.52 0.90
H 3.38 -3.08 1.79
N -5.09 4.18 -6.19
C -4.23 3.64 -5.59
C -3.18 2.99 -4.82
C -3.17 1.59 -4.68
C -2.20 0.98 -3.87
C -1.28 1.75 -3.15
S -0.14 0.92 -1.95
C -1.04 0.23 -0.52
Cl -2.24 -0.87 -1.14
O 0.52 -0.11 -2.70
O 0.66 2.01 -1.42
C -1.25 3.14 -3.36
C -2.21 3.75 -4.17
H -3.91 0.98 -5.21
H -2.19 -0.11 -3.79
H -1.63 1.13 -0.22
H -0.48 3.73 -2.88
H -2.20 4.84 -4.30
```

---

Formula: C34H97N5O19
Source: the Open Molecules 2025 dataset
Level of theory: ωB97M-V/def2-TZVPD

Calculated values
- DFT total energy: -3056.617167 Eh
- Energy above the lowest of the compared OMol25 structures with the same formula, charge and spin: 4.194 eV
- Lowest unoccupied orbital energy: 0.001 Eh
- SMILES string: COC[C@H](C)N.COC[C@H](C)N.COC[C@H](C)N.COC[C@H](C)N.COC[C@H](C)N.OCCO.OCCO.OCCO.OCCO.OCCO.OCCO.OCCO
- Highest occupied orbital energy: -0.321 Eh
- Kohn-Sham gap: 8.76 eV

XYZ file:
```
155
C34H97N5O19 (ωB97M-V/def2-TZVPD)
C 15.76 19.81 17.79
O 14.54 20.47 17.47
C 14.05 21.34 18.57
C 13.64 20.54 19.87
C 12.73 21.29 20.84
N 14.72 20.03 20.74
H 16.37 19.34 17.02
H 15.67 19.03 18.55
H 16.43 20.47 18.33
H 14.77 22.15 18.65
H 13.19 21.87 18.16
H 13.21 19.62 19.48
H 13.36 22.08 21.26
H 12.42 20.59 21.62
H 11.79 21.62 20.40
H 15.38 19.58 20.14
H 14.28 19.37 21.37
C 17.83 18.83 13.93
O 16.70 19.00 13.10
C 16.29 20.35 13.01
C 14.90 20.58 12.33
C 14.83 20.07 10.93
N 14.54 21.96 12.34
H 18.68 19.45 13.65
H 18.27 17.84 13.83
H 17.60 19.03 14.98
H 16.20 20.77 14.02
H 17.07 20.87 12.45
H 14.08 20.07 12.84
H 13.87 20.05 10.41
H 15.13 19.03 10.81
H 15.45 20.72 10.31
H 14.46 22.30 13.29
H 15.35 22.48 12.03
C 9.33 16.63 9.61
O 10.54 17.32 9.44
C 11.56 16.48 9.95
C 12.94 16.80 9.29
C 13.05 16.41 7.84
N 13.89 15.97 9.98
H 9.25 15.63 9.20
H 8.46 17.24 9.35
H 9.12 16.46 10.67
H 11.54 16.69 11.02
H 11.31 15.43 9.80
H 13.26 17.84 9.42
H 12.84 15.37 7.60
H 14.01 16.69 7.40
H 12.31 16.89 7.21
H 13.83 16.22 10.96
H 14.81 16.17 9.63
C 9.44 9.57 12.36
O 10.22 10.10 11.33
C 10.74 11.39 11.61
C 9.81 12.52 12.14
C 8.88 12.96 11.01
N 10.58 13.68 12.60
H 8.43 9.95 12.43
H 9.91 9.56 13.34
H 9.27 8.50 12.24
H 11.58 11.31 12.30
H 11.27 11.55 10.67
H 9.26 12.19 13.02
H 8.20 13.78 11.26
H 8.30 12.07 10.76
H 9.47 13.28 10.15
H 11.18 13.96 11.84
H 11.24 13.46 13.34
C 12.02 19.22 15.63
O 12.53 18.77 14.36
C 13.79 18.18 14.49
C 13.89 17.23 13.30
C 12.90 16.05 13.30
N 15.25 16.61 13.20
H 12.51 20.13 15.97
H 12.16 18.57 16.49
H 10.97 19.49 15.52
H 14.61 18.86 14.71
H 13.78 17.51 15.35
H 13.80 17.77 12.35
H 13.04 15.44 12.40
H 11.90 16.47 13.22
H 13.07 15.39 14.16
H 15.50 16.14 14.06
H 15.86 17.41 13.16
O 16.51 16.38 8.78
C 17.28 16.65 9.94
C 17.26 15.44 10.94
O 18.03 14.34 10.68
H 17.09 16.23 8.03
H 18.30 16.91 9.67
H 17.03 17.62 10.36
H 16.26 15.07 11.16
H 17.69 15.79 11.88
H 17.76 13.63 11.27
O 13.89 12.28 12.43
C 14.80 12.82 13.37
C 16.12 12.10 13.13
O 16.71 12.22 11.86
H 14.08 12.66 11.57
H 14.87 13.88 13.10
H 14.43 12.56 14.37
H 16.04 11.04 13.35
H 16.85 12.48 13.86
H 16.13 12.07 11.12
O 8.34 15.13 13.46
C 8.81 16.18 14.24
C 8.01 17.48 13.96
O 6.76 17.43 14.67
H 9.06 14.53 13.27
H 8.70 15.83 15.26
H 9.87 16.37 14.04
H 7.86 17.68 12.90
H 8.57 18.36 14.27
H 6.23 16.81 14.17
O 11.92 21.96 11.19
C 10.85 21.56 12.08
C 9.70 20.67 11.54
O 8.61 21.39 10.95
H 12.69 22.20 11.71
H 11.37 20.93 12.80
H 10.61 22.44 12.67
H 9.36 20.08 12.40
H 10.07 19.87 10.90
H 7.80 20.94 11.17
O 9.41 15.89 18.07
C 10.61 16.61 17.98
C 11.39 16.62 19.29
O 12.77 16.81 19.23
H 8.64 16.41 17.84
H 11.24 16.12 17.25
H 10.41 17.64 17.68
H 11.28 15.64 19.74
H 11.04 17.35 20.02
H 13.09 16.77 20.14
O 16.12 13.43 18.48
C 15.04 13.56 17.53
C 15.05 14.90 16.78
O 15.93 14.74 15.58
H 15.90 12.74 19.11
H 15.23 12.75 16.83
H 14.05 13.53 17.99
H 15.24 15.78 17.40
H 14.06 15.03 16.35
H 16.74 14.32 15.87
O 12.66 24.61 17.52
C 12.94 24.64 16.11
C 12.85 23.30 15.34
O 13.98 22.46 15.50
H 12.64 25.50 17.90
H 12.21 25.31 15.66
H 13.91 25.12 16.03
H 12.70 23.56 14.30
H 12.02 22.78 15.82
H 14.01 21.93 16.29
```

---

Formula: C45H41BaBrFN10O6
Source: the Open Molecules 2025 dataset
Level of theory: ωB97M-V/def2-TZVPD

Calculated values
- DFT total energy: -5437.869667 Eh
- Total charge: -1
- Energy above the lowest of the compared OMol25 structures with the same formula, charge and spin: 3.484 eV
- Lowest unoccupied orbital energy: 0.054 Eh
- Highest occupied orbital energy: -0.107 Eh
- Kohn-Sham gap: 4.39 eV

XYZ file:
```
105
C45H41BaBrFN10O6 (ωB97M-V/def2-TZVPD)
Ba -1.08 -0.22 -0.46
N -0.83 4.27 0.60
C -0.30 3.08 0.97
N -0.97 2.05 1.34
C -2.37 2.12 1.34
N -3.11 1.13 1.71
N -2.39 -0.03 2.00
C -2.91 -0.77 2.90
C -2.34 -2.07 3.20
C -2.82 -2.83 4.21
C -2.39 -4.22 4.32
C -1.42 -4.70 3.54
C -0.67 -3.83 2.59
N -1.34 -2.52 2.36
C -3.02 3.37 0.91
C -4.40 3.51 0.83
C -4.96 4.70 0.40
C -4.14 5.76 0.04
C -2.77 5.64 0.10
C -2.21 4.44 0.54
H -0.22 5.00 0.29
H 0.78 3.02 0.94
H -3.80 -0.46 3.44
H -3.56 -2.42 4.89
H -2.91 -4.87 5.01
H -1.16 -5.75 3.58
H 0.37 -3.70 2.92
H -5.02 2.67 1.11
H -6.04 4.80 0.34
H -4.58 6.69 -0.30
H -2.12 6.46 -0.19
O 2.25 1.66 -3.15
C 3.44 1.66 -2.53
C 4.49 2.39 -3.08
C 5.74 2.42 -2.47
C 5.96 1.71 -1.30
C 4.91 0.97 -0.75
C 3.66 0.93 -1.34
C 2.54 0.08 -0.74
O 1.31 0.39 -1.27
N 2.55 0.28 0.72
N 1.69 -0.55 1.34
C 1.17 -0.29 2.48
C 1.31 0.92 3.29
Br -0.14 1.11 4.52
C 2.31 1.81 3.26
C 2.45 3.09 3.98
C 1.38 3.96 4.19
C 1.58 5.17 4.83
C 2.84 5.54 5.27
C 3.91 4.68 5.06
C 3.72 3.48 4.41
H 1.64 1.16 -2.50
H 4.30 2.94 -3.99
H 6.54 3.00 -2.92
H 6.93 1.72 -0.82
H 5.07 0.40 0.16
H 2.78 -0.99 -0.87
H 2.42 1.27 0.94
H 0.47 -1.04 2.85
H 3.17 1.53 2.66
H 0.39 3.68 3.85
H 0.73 5.83 4.99
H 2.99 6.48 5.78
H 4.91 4.96 5.39
H 4.56 2.82 4.23
C 0.33 -3.14 -1.75
N 0.96 -4.15 -0.93
C 0.88 -5.48 -1.51
C 0.71 -4.04 0.49
C -0.74 -4.12 1.04
C -1.51 -5.30 0.54
C -2.57 -5.13 -0.28
C -3.18 -3.86 -0.56
C -2.80 -2.80 0.25
C -1.59 -2.85 0.94
H 0.63 -3.28 -2.79
H 0.71 -2.15 -1.46
H -0.77 -3.15 -1.73
H 1.42 -5.48 -2.46
H -0.14 -5.83 -1.69
H 1.37 -6.19 -0.84
H 1.12 -3.07 0.82
H 1.30 -4.82 0.98
H -1.19 -6.31 0.81
H -3.05 -6.01 -0.71
H -3.99 -3.78 -1.26
H -3.44 -1.92 0.32
F 1.79 -2.54 -5.25
C 0.63 -1.98 -5.61
C 0.22 -0.83 -5.06
N -0.96 -0.22 -5.44
C -1.43 0.92 -4.67
C -1.87 0.52 -3.25
O -2.04 1.47 -2.45
O -1.96 -0.70 -3.00
C -1.82 -0.81 -6.34
O -2.88 -0.33 -6.69
N -1.34 -1.98 -6.90
C -0.16 -2.67 -6.62
O 0.13 -3.70 -7.18
H 0.80 -0.32 -4.31
H -2.27 1.36 -5.19
H -0.63 1.66 -4.59
H -1.95 -2.42 -7.57
```

---

Formula: C7H8Cl2IrO4Ti
Source: the Open Molecules 2025 dataset
Level of theory: ωB97M-V/def2-TZVPD

Calculated values
- DFT total energy: -2444.543428 Eh
- Spin multiplicity: 6
- Total charge: +4
- Energy above the lowest of the compared OMol25 structures with the same formula, charge and spin: 0.000 eV
- Lowest unoccupied orbital energy (alpha / beta): -0.645 / -0.775 Eh
- Highest occupied orbital energy (alpha / beta): -0.937 / -0.945 Eh
- Expectation value of S²: 8.77
- Kohn-Sham gap (alpha / beta): 7.95 / 4.63 eV

XYZ file:
```
23
C7H8Cl2IrO4Ti (ωB97M-V/def2-TZVPD)
Ti 1.01 1.46 -2.53
Ir -0.32 0.81 -0.79
Cl 2.16 1.00 -0.54
Cl 1.82 -0.06 -3.95
C -2.11 0.87 -1.17
C 2.10 3.34 -2.36
C -0.11 2.73 -3.91
O -3.24 0.89 -1.42
O 2.33 4.45 -2.20
O -0.10 3.40 -4.87
C -0.98 -2.30 1.76
C -0.40 -1.46 2.91
C 0.26 -0.25 2.22
O 0.36 -0.54 0.79
C -0.11 -1.90 0.55
H -0.90 -3.37 1.96
H -2.04 -2.08 1.56
H 0.40 -2.02 3.42
H -1.17 -1.13 3.62
H -0.34 0.67 2.32
H 1.29 -0.08 2.59
H 0.76 -2.56 0.46
H -0.67 -1.90 -0.40
```

---

Formula: C2H2N2OS
Source: the Open Molecules 2025 dataset
Level of theory: ωB97M-V/def2-TZVPD

Calculated values
- DFT total energy: -660.241633 Eh
- Energy above the lowest of the compared OMol25 structures with the same formula, charge and spin: 2.886 eV
- Lowest unoccupied orbital energy: 0.011 Eh
- Highest occupied orbital energy: -0.334 Eh
- Kohn-Sham gap: 9.41 eV

XYZ file:
```
8
C2H2N2OS (ωB97M-V/def2-TZVPD)
C 1.93 1.34 -0.01
C -1.57 -1.71 0.86
N 0.31 0.39 -1.38
N 0.97 0.87 -0.53
O -0.83 -1.83 1.75
S -2.39 -1.16 -0.31
H 2.17 1.25 1.05
H -0.59 0.84 -1.43
```

---

Formula: C21H17ClF3N3O3S
Source: the Open Molecules 2025 dataset
Level of theory: ωB97M-V/def2-TZVPD

Calculated values
- DFT total energy: -2358.369572 Eh
- Energy above the lowest of the compared OMol25 structures with the same formula, charge and spin: 0.282 eV
- Lowest unoccupied orbital energy: 0.011 Eh
- SMILES string: COc1ccc(C(=O)O/N=C/c2c(C(F)(F)F)nn(C)c2SCc2ccccc2Cl)cc1
- Highest occupied orbital energy: -0.321 Eh
- Kohn-Sham gap: 9.03 eV

XYZ file:
```
49
C21H17ClF3N3O3S (ωB97M-V/def2-TZVPD)
C -8.54 0.23 0.21
O -7.53 -0.10 -0.71
C -6.25 -0.18 -0.28
C -5.83 0.05 1.03
C -4.49 -0.06 1.36
C -3.55 -0.41 0.39
C -2.14 -0.52 0.81
O -1.73 -0.32 1.93
O -1.36 -0.90 -0.23
N -0.02 -1.15 -0.07
C 0.70 -0.38 0.63
C 2.09 -0.66 0.80
C 2.84 -1.80 0.40
C 2.39 -2.96 -0.41
F 1.97 -2.58 -1.64
F 1.38 -3.64 0.15
F 3.37 -3.84 -0.62
N 4.09 -1.71 0.83
N 4.20 -0.56 1.47
C 5.43 -0.20 2.10
C 3.03 0.12 1.48
S 2.92 1.74 2.11
C 2.45 2.66 0.57
C 2.95 1.96 -0.65
C 4.31 1.70 -0.79
C 4.80 0.95 -1.84
C 3.92 0.43 -2.78
C 2.56 0.70 -2.68
C 2.09 1.47 -1.63
Cl 0.39 1.82 -1.57
C -3.97 -0.64 -0.92
C -5.30 -0.53 -1.25
H -8.60 -0.51 1.02
H -8.39 1.22 0.64
H -9.47 0.22 -0.35
H -6.54 0.33 1.80
H -4.16 0.12 2.37
H 0.33 0.50 1.16
H 5.49 -0.63 3.10
H 6.25 -0.59 1.50
H 5.49 0.88 2.18
H 2.93 3.64 0.70
H 1.37 2.78 0.56
H 4.99 2.10 -0.05
H 5.85 0.76 -1.93
H 4.28 -0.18 -3.59
H 1.87 0.31 -3.41
H -3.24 -0.92 -1.67
H -5.64 -0.71 -2.25
```